Record 1
The following is a DFT calculation (ωB97M-V/def2-TZVPD) of 2 unconnected molecules or ions with the total composition C3H10O2S at a distorted geometry.

Each line ends with the Mulliken charge.
Positions of all 16 atoms, in Å:
C  -2.13  -1.05  -0.23  -0.5927
O  -2.39  0.33  -0.10  -0.3530
C  -1.19  1.08  0.12  -0.3885
S  -0.46  0.81  1.78  -0.0596
C  1.03  0.01  1.15  -0.5487
H  -2.99  -1.62  -0.62  0.2518
H  -1.88  -1.43  0.78  0.2678
H  -1.27  -1.21  -0.89  0.2422
H  -0.44  0.96  -0.68  0.2681
H  -1.53  2.14  0.10  0.3034
H  1.63  -0.29  2.03  0.3366
H  1.67  0.60  0.48  -0.0022
H  0.70  -0.90  0.62  0.2615
O  3.44  0.09  -1.66  -0.6442
H  3.23  0.82  -1.03  0.3308
H  2.56  -0.32  -1.85  0.3269

E_HOMO (eV): -9.094
2S+1: 1
ΔE to the lowest compared entry with this formula, charge and spin (kJ/mol): 69.13
SMILES: COCSC.O
Charge: 0
LUMO level (eV): 0.5415
Maximum force (eV Å⁻¹): 1.708


Record 2
The following is a DFT calculation (ωB97M-V/def2-TZVPD) of a molecular structure, C10H12Br6F6O4 at a distorted geometry.

Each line ends with the Mulliken charge.
Positions of all 38 atoms, in Å:
C  2.37  -3.90  0.63  0.0931
Br  0.52  -3.79  -0.17  -0.0100
Br  3.75  -4.64  -0.59  -0.0407
Br  2.28  -4.60  2.45  0.0006
H  2.62  -2.86  0.84  -0.0639
C  -6.11  3.74  -5.28  -0.3711
Br  -7.78  4.83  -5.04  -0.0561
Br  -5.50  3.31  -3.47  -0.0066
Br  -4.69  4.82  -6.15  -0.0268
H  -6.26  2.83  -5.86  0.4410
C  -0.71  3.17  -3.47  -1.1801
C  -1.84  2.17  -3.81  0.2808
O  -1.95  1.38  -2.60  -0.2483
C  -1.21  0.26  -2.50  0.3087
O  -0.68  -0.38  -3.42  -0.5641
C  -1.11  -0.27  -1.06  0.9889
F  -0.23  -1.21  -0.90  -0.1533
F  -0.81  0.76  -0.30  -0.2766
F  -2.29  -0.72  -0.75  -0.2745
H  -1.04  3.69  -2.57  0.2998
H  -0.52  3.97  -4.19  0.4065
H  0.28  2.79  -3.22  0.3078
H  -1.37  1.64  -4.64  0.2478
H  -2.79  2.59  -4.11  -0.0902
C  2.13  0.04  2.39  -1.1424
C  1.79  -1.00  3.42  -0.2162
O  2.83  -1.36  4.40  -0.1970
C  2.51  -2.29  5.30  0.4019
O  1.40  -2.84  5.37  -0.5349
C  3.63  -2.56  6.29  0.8351
F  3.32  -2.18  7.48  -0.2534
F  4.02  -3.88  6.36  -0.2701
F  4.62  -1.89  5.96  -0.2379
H  2.26  1.06  2.73  0.3720
H  1.32  0.00  1.66  0.1951
H  3.00  -0.42  1.91  0.3325
H  1.22  -1.84  3.01  0.4277
H  1.01  -0.39  3.88  0.2749

E_HOMO (eV): -10.413
2S+1: 1
ΔE to the lowest compared entry with this formula, charge and spin (kJ/mol): 231.70
Charge: 0
LUMO level (eV): -0.6010
Maximum force (eV Å⁻¹): 5.917


Record 3
The following is a DFT calculation (ωB97M-V/def2-TZVPD) of a molecular structure, C38H32BrN8O2P2Rb.

Each line ends with the Mulliken charge.
Positions of all 84 atoms, in Å:
Rb  0.40  -2.28  0.53  0.9712
N  -1.38  -2.49  4.01  -0.1008
C  -0.22  -1.98  4.44  0.2833
N  -0.14  -1.61  5.72  -0.7309
C  1.04  -1.10  6.08  0.4209
N  1.16  -0.66  7.35  -0.3582
N  2.11  -0.97  5.29  -0.6110
C  1.91  -1.36  4.04  -0.2085
N  0.78  -1.85  3.54  0.0186
C  3.08  -1.21  3.11  0.5409
C  4.22  -0.54  3.53  -0.4747
C  5.28  -0.40  2.65  -0.5691
C  5.16  -0.93  1.38  -0.5711
C  3.99  -1.59  1.05  -0.1061
N  2.97  -1.73  1.89  -0.0908
H  -2.07  -2.68  4.72  0.2298
H  -1.45  -3.00  3.13  0.2904
H  0.43  -0.87  8.01  0.2568
H  2.08  -0.41  7.68  0.2472
H  4.25  -0.14  4.54  0.4759
H  6.18  0.12  2.96  0.4146
H  5.96  -0.84  0.65  0.4109
H  3.86  -2.01  0.06  0.4272
N  -0.61  0.08  -1.18  0.3911
P  -0.16  -0.72  -2.63  0.0652
C  -0.17  0.60  -3.91  0.6185
C  -1.28  1.45  -3.95  -0.4245
C  -1.41  2.40  -4.95  -0.4522
C  -0.46  2.49  -5.95  -0.6617
C  0.63  1.63  -5.95  -0.6100
C  0.77  0.69  -4.94  -0.4614
C  1.65  -1.00  -2.47  -0.0253
C  2.07  -2.33  -2.51  -0.3968
C  3.42  -2.65  -2.53  -0.5793
C  4.37  -1.64  -2.51  -0.5980
C  3.97  -0.31  -2.44  -0.7527
C  2.63  0.01  -2.43  0.1572
P  0.20  1.32  -0.30  0.1972
C  -0.18  2.87  -1.21  0.3449
C  -1.46  3.41  -1.30  -0.2124
C  -1.69  4.56  -2.04  -0.7691
C  -0.64  5.18  -2.71  -0.5068
C  0.64  4.65  -2.63  -0.5740
C  0.87  3.50  -1.87  -0.5099
C  -0.96  1.50  1.12  0.6140
C  -1.03  2.73  1.77  -0.6001
C  -1.84  2.90  2.88  -0.7169
C  -2.59  1.84  3.37  -0.7558
C  -2.51  0.61  2.74  -0.5473
C  -1.70  0.44  1.63  0.5260
H  -1.59  -0.08  -0.97  -0.2759
H  -2.03  1.37  -3.18  0.2192
H  -2.27  3.06  -4.95  0.4444
H  -0.57  3.23  -6.74  0.3907
H  1.37  1.69  -6.74  0.4102
H  1.62  0.02  -4.96  0.3878
H  1.33  -3.11  -2.55  0.5395
H  3.73  -3.69  -2.58  0.4364
H  5.43  -1.89  -2.54  0.4030
H  4.71  0.48  -2.42  0.4433
H  2.32  1.04  -2.43  0.2668
H  -2.28  2.93  -0.78  0.5143
H  -2.69  4.97  -2.10  0.3977
H  -0.82  6.07  -3.29  0.3987
H  1.46  5.13  -3.14  0.4405
H  1.87  3.10  -1.79  0.3675
H  -0.47  3.58  1.40  0.4990
H  -1.89  3.87  3.37  0.4150
H  -3.23  1.97  4.23  0.3952
H  -3.08  -0.24  3.11  0.4319
H  -1.67  -0.54  1.18  -0.4297
Br  -4.33  0.36  -1.14  -0.0970
C  -4.40  -1.47  -0.62  0.4592
C  -5.64  -2.09  -0.58  -0.7864
C  -5.66  -3.42  -0.18  -0.2997
C  -4.47  -4.04  0.16  -0.6417
C  -3.29  -3.32  0.08  0.5199
N  -3.26  -2.04  -0.31  0.2521
C  -1.93  -3.91  0.42  -0.1430
O  -1.66  -3.94  1.65  -0.8952
O  -1.18  -4.18  -0.52  -0.7036
H  -6.54  -1.56  -0.86  0.4079
H  -6.60  -3.96  -0.14  0.4175
H  -4.45  -5.07  0.49  0.4883

E_HOMO (eV): -8.196
2S+1: 1
ΔE to the lowest compared entry with this formula, charge and spin (kJ/mol): 0.00
Charge: 0
LUMO level (eV): 0.2337
Maximum force (eV Å⁻¹): 0.646


Record 4
The following is a DFT calculation (ωB97M-V/def2-TZVPD) of C19H19ClN2O3 in the gas phase at a distorted geometry.

Each line ends with the Mulliken charge.
Positions of all 44 atoms, in Å:
O  2.68  1.84  -1.58  -0.7037
C  1.93  1.37  -2.41  0.4537
N  0.79  0.66  -2.12  -0.0541
C  0.22  0.42  -0.87  0.0977
C  0.62  1.00  0.27  -0.7785
C  -0.02  0.82  1.56  0.5132
C  -1.40  0.64  1.70  -0.0451
C  -1.98  0.47  2.94  -0.8210
C  -1.18  0.48  4.07  0.4293
Cl  -1.90  0.24  5.63  -0.2284
C  0.19  0.69  3.97  -0.8366
C  0.75  0.87  2.72  -0.3975
C  -0.94  -0.53  -1.00  0.0097
O  -1.90  -0.22  -1.70  -0.7054
N  -0.85  -1.72  -0.38  0.1587
C  0.32  -2.25  0.28  -0.8251
C  -0.01  -2.68  1.71  0.0477
C  -1.18  -3.67  1.71  -0.9289
C  -2.37  -3.04  0.99  -0.3615
C  -1.96  -2.64  -0.43  -1.0355
C  2.17  1.49  -3.85  0.3192
C  3.18  2.13  -4.52  -0.5479
C  2.93  1.95  -5.89  -0.4173
C  1.79  1.22  -5.97  -0.4415
O  1.32  0.93  -4.75  -0.3409
H  0.24  0.34  -2.90  0.3365
H  1.48  1.64  0.25  0.6888
H  -2.03  0.65  0.82  0.5631
H  -3.05  0.33  3.04  0.4365
H  0.80  0.72  4.86  0.4239
H  1.82  1.04  2.64  0.4566
H  1.12  -1.51  0.28  0.3972
H  0.66  -3.13  -0.28  0.4350
H  -0.27  -1.80  2.30  -0.1946
H  0.88  -3.14  2.16  0.4125
H  -1.45  -3.92  2.74  0.4056
H  -0.88  -4.59  1.20  0.3496
H  -3.20  -3.74  0.95  0.3697
H  -2.69  -2.15  1.54  0.1376
H  -2.78  -2.14  -0.95  0.4151
H  -1.67  -3.53  -1.00  0.3830
H  4.00  2.66  -4.06  0.5195
H  3.52  2.32  -6.71  0.4487
H  1.23  0.85  -6.81  0.4552

E_HOMO (eV): -8.189
2S+1: 1
ΔE to the lowest compared entry with this formula, charge and spin (kJ/mol): 140.34
SMILES: O=C(N/C(=C/c1ccc(Cl)cc1)C(=O)N1CCCCC1)c1ccco1
Charge: 0
LUMO level (eV): 0.2226
Maximum force (eV Å⁻¹): 1.348


Record 5
The following is a DFT calculation (ωB97M-V/def2-TZVPD) of C3H7N3O in the gas phase at a distorted geometry.

Each line ends with the Mulliken charge.
Positions of all 14 atoms, in Å:
H  -3.04  -0.58  -0.03  0.2299
N  -2.06  -0.13  0.17  -0.5649
C  -1.18  -1.23  0.03  -0.0304
N  0.21  -1.02  -0.11  0.1462
O  1.18  -2.02  0.02  -0.4817
C  0.85  0.25  -0.09  0.6041
C  -0.08  1.53  -0.11  -1.0672
N  2.06  0.22  0.10  -0.7056
H  2.55  1.16  0.19  0.2546
H  -1.64  -2.22  -0.42  0.2741
H  2.03  -1.66  0.14  0.3926
H  -1.01  1.64  -0.64  0.3684
H  -0.38  1.61  1.04  0.2779
H  0.51  2.46  -0.31  0.3021

E_HOMO (eV): -8.784
2S+1: 1
ΔE to the lowest compared entry with this formula, charge and spin (kJ/mol): 446.00
SMILES: [H]/N=C/N(O)/C(C)=N/[H]
Charge: 0
LUMO level (eV): 0.7129
Maximum force (eV Å⁻¹): 6.130


Record 6
The following is a DFT calculation (ωB97M-V/def2-TZVPD) of C3H4N4O in the gas phase at a distorted geometry.

Each line ends with the Mulliken charge.
Positions of all 12 atoms, in Å:
C  0.50  -0.65  -1.89  -0.3716
C  0.62  -1.40  -0.53  -0.3956
N  -0.39  -0.66  0.23  -0.1020
O  -0.19  -0.46  1.62  -0.0855
N  -0.35  0.88  1.82  0.0040
N  -0.44  1.53  0.76  -0.2833
C  -0.25  0.64  -0.33  0.5699
N  0.21  0.76  -1.49  -0.4769
H  1.38  -0.64  -2.55  0.3116
H  -0.32  -1.03  -2.53  0.2494
H  0.37  -2.47  -0.61  0.2819
H  1.63  -1.30  -0.07  0.2982

E_HOMO (eV): -9.722
2S+1: 1
ΔE to the lowest compared entry with this formula, charge and spin (kJ/mol): 428.56
SMILES: C1CN2ON=NC2=N1
Charge: 0
LUMO level (eV): 0.0116
Maximum force (eV Å⁻¹): 2.063


no.,HOMO-LUMO gap (eV)
1,9.64
2,9.81
3,8.43
4,8.41
5,9.50
6,9.73